# 1
DFT (ωB97M-V with the def2-TZVPD basis set) results for an isolated molecule of C23H29FN2O3.

```
! RIJCOSX wB97M-V def2-TZVPD def2/J DEFGRID3
* xyz 0 1
C 3.97 3.23 0.71
O 3.89 1.95 0.14
C 2.90 1.85 -0.86
C 1.49 1.85 -0.32
C 1.22 1.34 0.94
C -0.06 1.34 1.46
C -0.37 0.77 2.83
N -1.25 -0.38 2.67
C -2.01 -0.73 3.85
C -3.10 -1.73 3.46
C -2.50 -2.95 2.78
C -1.56 -2.56 1.65
C -2.32 -1.97 0.45
N -1.43 -1.57 -0.62
C -0.94 -2.46 -1.51
O -1.34 -3.61 -1.58
C 0.12 -1.93 -2.42
C 1.03 -2.85 -2.95
C 2.05 -2.44 -3.78
C 2.15 -1.09 -4.08
F 3.15 -0.68 -4.89
C 1.26 -0.16 -3.59
C 0.24 -0.59 -2.76
C -0.54 -1.54 2.18
C -1.10 1.83 0.68
C -0.85 2.35 -0.58
C 0.44 2.38 -1.09
O 0.77 2.88 -2.32
C -0.24 3.46 -3.11
H 4.77 3.19 1.45
H 4.21 3.98 -0.05
H 3.03 3.51 1.20
H 3.01 2.65 -1.60
H 3.09 0.89 -1.37
H 2.05 0.95 1.51
H 0.56 0.52 3.36
H -0.90 1.53 3.41
H -2.47 0.18 4.26
H -1.37 -1.17 4.64
H -3.80 -1.24 2.79
H -3.65 -2.03 4.36
H -3.30 -3.60 2.40
H -1.93 -3.53 3.52
H -1.02 -3.45 1.30
H -2.99 -2.73 0.04
H -2.89 -1.10 0.76
H -0.97 -0.68 -0.50
H 0.91 -3.89 -2.70
H 2.76 -3.14 -4.19
H 1.37 0.88 -3.85
H -0.48 0.13 -2.39
H 0.14 -1.24 1.38
H 0.06 -2.01 2.98
H -2.10 1.82 1.07
H -1.68 2.74 -1.15
H -1.00 2.73 -3.39
H -0.71 4.30 -2.60
H 0.26 3.82 -4.00
*
```

Calculated values
DFT total energy   -36162.2088 eV
Kohn-Sham gap   9.17 eV
Max |F|   0.4 eV/A
Structure (SMILES)   COCc1cc(CN2CCC[C@@H](CNC(=O)c3ccc(F)cc3)C2)ccc1OC

Listed below, in e, are the Löwdin charges computed for each atom:
1 C -0.105
2 O -0.184
3 C -0.164
4 C -0.122
5 C 0.018
6 C -0.217
7 C -0.148
8 N -0.166
9 C -0.196
10 C -0.175
11 C -0.161
12 C -0.276
13 C -0.139
14 N 0.083
15 C -0.452
16 O 0.069
17 C -0.126
18 C -0.005
19 C 0.006
20 C -0.269
21 F 0.061
22 C -0.001
23 C -0.015
24 C -0.156
25 C -0.035
26 C -0.018
27 C -0.248
28 O -0.109
29 C -0.080
30 H 0.091
31 H 0.092
32 H 0.087
33 H 0.128
34 H 0.135
35 H 0.131
36 H 0.128
37 H 0.126
38 H 0.119
39 H 0.126
40 H 0.106
41 H 0.110
42 H 0.115
43 H 0.116
44 H 0.145
45 H 0.129
46 H 0.116
47 H 0.106
48 H 0.121
49 H 0.119
50 H 0.113
51 H 0.104
52 H 0.115
53 H 0.134
54 H 0.119
55 H 0.106
56 H 0.095
57 H 0.098
58 H 0.097



# 2
DFT (ωB97M-V with the def2-TZVPD basis set) results for an isolated molecule of C8H9N3S.

```
! RIJCOSX wB97M-V def2-TZVPD def2/J DEFGRID3
* xyz 0 1
C -0.28 1.47 -1.87
C -3.05 0.56 -0.77
C -2.83 -0.84 -1.10
C -2.05 1.40 -0.40
C -1.63 -1.38 -0.84
C -0.62 0.99 -0.54
C -0.53 -0.45 -0.52
C 4.07 -0.56 0.98
N -0.17 1.60 -2.99
N 0.57 -0.94 -0.01
N 1.48 -0.21 0.52
S 2.44 -1.19 1.52
H -4.07 0.86 -0.87
H -3.65 -1.41 -1.32
H -2.27 2.47 -0.16
H -1.32 -2.48 -0.91
H 0.10 1.25 0.17
H 3.77 0.38 0.58
H 4.42 -1.42 0.40
H 4.57 -0.26 1.83
H 0.50 -1.95 0.11
*
```

Calculated values
DFT total energy   -23742.8777 eV
Kohn-Sham gap (alpha / beta)   7.00 / 7.00 eV
Max |F|   2.7 eV/A

Listed below, in e, are the Löwdin charges computed for each atom:
1 C -0.177
2 C -0.072
3 C -0.080
4 C -0.033
5 C -0.007
6 C -0.263
7 C -0.234
8 C -0.354
9 N 0.177
10 N -0.110
11 N -0.361
12 S 0.803
13 H 0.096
14 H 0.070
15 H 0.129
16 H 0.136
17 H 0.106
18 H 0.016
19 H 0.030
20 H -0.008
21 H 0.135



# 3
DFT (ωB97M-V with the def2-TZVPD basis set) results for a structure of composition C12H20Cl2N2SeY.

```
! RIJCOSX wB97M-V def2-TZVPD def2/J DEFGRID3
* xyz -1 1
Y 0.04 1.32 1.75
Cl -1.19 2.67 0.09
Cl 2.04 1.96 3.05
C 1.24 -0.36 -0.04
H 1.18 0.05 -1.06
H 2.24 -0.51 0.40
C -1.05 -0.33 -2.61
C 0.24 -0.77 -2.79
H -1.70 -0.83 -1.88
C 1.15 -0.13 -3.80
H 0.64 -1.63 -2.25
C 0.74 1.32 -4.10
H 2.20 -0.17 -3.46
H 1.11 -0.71 -4.74
C -0.75 1.40 -4.43
H 0.95 1.96 -3.23
H 1.34 1.71 -4.94
C -1.63 0.87 -3.28
H -1.02 2.44 -4.66
H -0.95 0.80 -5.33
H -1.77 1.68 -2.54
H -2.63 0.62 -3.67
C -2.33 0.10 2.56
N -1.08 -0.29 3.23
C -0.86 -0.28 4.61
C 0.33 -0.87 4.81
N 0.82 -1.28 3.58
C 2.14 -1.88 3.35
C -0.07 -1.00 2.61
Se -0.05 -1.46 0.70
H -2.65 -0.68 1.85
H -2.24 1.08 2.00
H -3.10 0.23 3.33
H -1.60 0.12 5.29
H 0.88 -1.07 5.72
H 2.90 -1.09 3.24
H 2.39 -2.51 4.20
H 2.10 -2.47 2.43
*
```

Calculated values
DFT total energy   -107183.0869 eV
Kohn-Sham gap   3.89 eV
Max |F|   6.3 eV/A

Listed below, in e, are the Löwdin charges computed for each atom:
1 Y 0.578
2 Cl -0.161
3 Cl -0.183
4 C -0.630
5 H -0.072
6 H -0.056
7 C -0.119
8 C -0.161
9 H 0.080
10 C -0.212
11 H 0.082
12 C -0.209
13 H 0.106
14 H 0.108
15 C -0.213
16 H 0.117
17 H 0.099
18 C -0.218
19 H 0.100
20 H 0.105
21 H 0.063
22 H 0.103
23 C -0.112
24 N -0.307
25 C -0.120
26 C -0.095
27 N -0.208
28 C -0.053
29 C -0.736
30 Se 0.760
31 H 0.069
32 H 0.002
33 H 0.087
34 H 0.090
35 H 0.109
36 H 0.064
37 H 0.078
38 H 0.064



# 4
DFT (ωB97M-V with the def2-TZVPD basis set) results for a structure of composition C22H17ClFeN7O11S.

```
! RIJCOSX wB97M-V def2-TZVPD def2/J DEFGRID3
* xyz -1 5
Fe 1.74 -0.18 -0.46
N 1.49 -0.86 2.33
N 2.65 -0.59 3.05
C 3.77 -0.28 2.38
N 4.88 0.06 3.04
N 3.71 -0.41 1.06
N 4.69 -0.06 0.24
O 5.82 0.20 0.63
O 4.35 -0.03 -0.94
H 0.79 -0.08 2.37
H 1.06 -1.72 2.63
H 2.60 -0.32 4.03
H 4.87 0.28 4.02
H 5.67 0.31 2.45
Cl 0.72 -7.12 0.03
C 0.88 -5.62 -0.81
C 1.70 -4.63 -0.29
C 1.87 -3.46 -0.99
C 1.23 -3.27 -2.21
C 0.39 -4.27 -2.70
C 0.21 -5.45 -2.00
C 1.41 -2.00 -3.04
O 1.23 -2.07 -4.25
O 1.74 -0.96 -2.38
H 2.19 -4.79 0.66
H 2.52 -2.68 -0.60
H -0.11 -4.11 -3.65
H -0.43 -6.22 -2.39
O -1.55 -2.76 0.16
C -1.15 -1.63 -0.09
O 0.03 -1.21 0.06
C -2.15 -0.62 -0.66
C -3.49 -0.99 -0.68
C -4.44 -0.16 -1.26
C -4.06 1.05 -1.80
C -2.72 1.44 -1.73
C -1.75 0.60 -1.18
N -2.36 2.73 -2.22
O -1.23 3.14 -2.05
O -3.23 3.39 -2.77
H -3.76 -1.93 -0.23
H -5.48 -0.47 -1.31
H -4.77 1.72 -2.26
H -0.71 0.90 -1.18
O -2.28 0.79 2.49
C -1.41 1.54 2.08
N -0.09 1.38 2.24
S 0.76 2.47 1.42
O 1.32 1.90 0.20
O 1.77 3.08 2.26
C -0.61 3.55 0.99
C -0.69 4.78 0.39
C -1.95 5.33 0.20
C -3.09 4.63 0.56
C -2.99 3.37 1.14
C -1.74 2.84 1.37
H 0.20 5.31 0.08
H -2.05 6.31 -0.24
H -4.07 5.06 0.37
H -3.87 2.81 1.42
*
```

Calculated values
DFT total energy   -113786.8066 eV
Kohn-Sham gap (alpha / beta)   8.03 / 8.01 eV
Expectation value of S²   6.0080
Max |F|   2.2 eV/A

Listed below, in e, are the Löwdin charges computed for each atom:
1 Fe 0.964
2 N 0.034
3 N 0.008
4 C -0.381
5 N 0.196
6 N 0.106
7 N -0.432
8 O 0.031
9 O 0.049
10 H 0.029
11 H 0.107
12 H 0.159
13 H 0.114
14 H 0.088
15 Cl 0.639
16 C -0.684
17 C -0.102
18 C -0.036
19 C -0.130
20 C -0.016
21 C -0.106
22 C -0.617
23 O 0.038
24 O -0.112
25 H 0.099
26 H 0.093
27 H 0.117
28 H 0.099
29 O 0.048
30 C -0.598
31 O -0.121
32 C -0.092
33 C 0.005
34 C -0.057
35 C -0.005
36 C -0.154
37 C 0.068
38 N -0.339
39 O 0.082
40 O 0.051
41 H 0.119
42 H 0.102
43 H 0.112
44 H 0.109
45 O 0.059
46 C -0.543
47 N -0.087
48 S 0.668
49 O -0.373
50 O -0.316
51 C -0.209
52 C -0.046
53 C -0.073
54 C -0.069
55 C -0.006
56 C -0.144
57 H 0.121
58 H 0.106
59 H 0.106
60 H 0.122



# 5
DFT (ωB97M-V with the def2-TZVPD basis set) results for an isolated molecule of C4H4O4.

```
! RIJCOSX wB97M-V def2-TZVPD def2/J DEFGRID3
* xyz 0 1
O 2.34 -1.33 0.01
C 2.02 -0.16 0.01
O 3.01 0.74 -0.14
C 0.56 0.34 -0.05
C -0.31 -0.49 0.03
C -1.79 0.03 0.09
O -2.10 1.27 -0.07
O -2.73 -0.99 -0.16
H 2.49 1.64 0.09
H 0.24 1.19 0.13
H -0.26 -1.76 -0.29
H -3.49 -0.48 0.33
*
```

Calculated values
DFT total energy   -12399.4349 eV
Kohn-Sham gap   10.46 eV
Max |F|   14.3 eV/A
Structure (SMILES)   O=C(O)/C=C/C(=O)O

Listed below, in e, are the Löwdin charges computed for each atom:
1 O 0.111
2 C -0.482
3 O 0.085
4 C -0.032
5 C -0.015
6 C -0.361
7 O 0.040
8 O 0.025
9 H 0.187
10 H 0.043
11 H 0.233
12 H 0.166



# 6
DFT (ωB97M-V with the def2-TZVPD basis set) results for an isolated molecule of C7H12BrF.

```
! RIJCOSX wB97M-V def2-TZVPD def2/J DEFGRID3
* xyz 0 1
C -1.64 -1.11 -0.32
C -0.20 -0.71 -0.03
C 0.76 -1.59 -0.81
C 0.17 0.77 0.10
C -0.87 1.83 0.29
C 1.51 1.24 -0.40
C 0.15 -0.45 1.41
F -0.85 -0.32 2.30
Br 1.78 -0.98 2.24
H -1.88 -2.03 0.21
H -1.75 -1.29 -1.39
H -2.35 -0.35 -0.02
H 1.79 -1.42 -0.52
H 0.66 -1.40 -1.87
H 0.53 -2.64 -0.62
H -1.73 1.48 0.85
H -1.22 2.19 -0.68
H -0.44 2.68 0.83
H 2.34 0.82 0.17
H 1.57 2.32 -0.33
H 1.64 0.95 -1.44
*
```

Calculated values
DFT total energy   -80212.3908 eV
Kohn-Sham gap   9.18 eV
Max |F|   3.7 eV/A
Structure (SMILES)   CC1(C)C(C)(C)C1(F)Br

Listed below, in e, are the Löwdin charges computed for each atom:
1 C -0.018
2 C -0.496
3 C -0.064
4 C -0.329
5 C -0.051
6 C -0.061
7 C -0.715
8 F -0.009
9 Br 0.802
10 H 0.093
11 H 0.087
12 H 0.072
13 H 0.048
14 H 0.090
15 H 0.092
16 H 0.071
17 H 0.091
18 H 0.086
19 H 0.047
20 H 0.080
21 H 0.085



# 7
DFT (ωB97M-V with the def2-TZVPD basis set) results for an isolated molecule of C16H15N3OS2.

```
! RIJCOSX wB97M-V def2-TZVPD def2/J DEFGRID3
* xyz 0 1
O 4.15 0.58 3.29
C 3.38 0.48 2.36
N 2.19 -0.12 2.55
C 1.20 0.10 1.60
S -0.49 -0.19 1.95
C -1.31 1.06 0.82
C -2.76 1.09 1.18
C -3.69 0.24 0.59
C -5.06 0.33 0.95
C -5.47 1.16 1.96
C -4.53 2.00 2.55
C -3.18 1.95 2.17
N 1.52 0.53 0.42
C 2.93 0.67 0.05
S 3.62 -0.89 -0.64
C 2.57 -1.32 -1.98
C 2.90 -0.87 -3.28
C 2.18 -1.34 -4.39
C 1.16 -2.27 -4.22
C 0.82 -2.71 -2.93
C 1.50 -2.22 -1.84
N 3.73 0.99 1.18
H 1.93 -0.27 3.53
H -0.86 2.03 0.98
H -1.13 0.80 -0.21
H -3.40 -0.46 -0.17
H -5.79 -0.33 0.50
H -6.55 1.21 2.19
H -4.83 2.68 3.33
H -2.48 2.60 2.73
H 2.95 1.45 -0.74
H 3.71 -0.15 -3.38
H 2.45 -1.08 -5.42
H 0.66 -2.67 -5.11
H 0.07 -3.48 -2.78
H 1.20 -2.54 -0.84
H 4.71 0.97 1.08
*
```

Calculated values
DFT total energy   -45024.0988 eV
Kohn-Sham gap   9.49 eV
Max |F|   3.4 eV/A
Structure (SMILES)   O=C1NC(SCc2ccccc2)=N[C@H](Sc2ccccc2)N1

Listed below, in e, are the Löwdin charges computed for each atom:
1 O 0.068
2 C -0.604
3 N 0.141
4 C -0.658
5 S 0.979
6 C -0.373
7 C -0.342
8 C -0.033
9 C -0.083
10 C -0.097
11 C -0.080
12 C -0.054
13 N 0.038
14 C -0.572
15 S 0.974
16 C -0.552
17 C -0.094
18 C -0.090
19 C -0.091
20 C -0.088
21 C -0.109
22 N 0.083
23 H 0.160
24 H 0.082
25 H 0.078
26 H 0.111
27 H 0.100
28 H 0.111
29 H 0.098
30 H 0.125
31 H 0.121
32 H 0.098
33 H 0.107
34 H 0.104
35 H 0.104
36 H 0.105
37 H 0.132



# 8
DFT (ωB97M-V with the def2-TZVPD basis set) results for an isolated molecule of C4H9NO2.

```
! RIJCOSX wB97M-V def2-TZVPD def2/J DEFGRID3
* xyz 0 1
C -1.22 0.80 -1.92
N -1.01 0.86 -0.41
C 0.03 -0.08 -0.06
C 1.37 0.56 -0.08
O 2.33 0.00 -0.54
C -0.14 -0.35 1.54
O -0.73 -1.68 1.48
H -0.83 1.67 -2.43
H -0.57 0.04 -2.41
H -2.26 0.68 -2.23
H -1.86 0.46 -0.02
H -0.11 -1.04 -0.56
H 1.49 1.74 0.03
H -0.77 0.41 2.01
H 0.69 -0.42 2.24
H -1.55 -1.70 1.99
*
```

Calculated values
DFT total energy   -9876.8054 eV
Kohn-Sham gap   10.19 eV
Max |F|   4.0 eV/A
Structure (SMILES)   CN[C@@H](C=O)CO

Listed below, in e, are the Löwdin charges computed for each atom:
1 C -0.088
2 N -0.074
3 C -0.329
4 C -0.258
5 O 0.045
6 C -0.150
7 O -0.088
8 H 0.059
9 H 0.082
10 H 0.077
11 H 0.102
12 H 0.146
13 H 0.165
14 H 0.112
15 H 0.114
16 H 0.084